{"formula": "CH6P2S4", "method": "ωB97M-V with the def2-TZVPD basis set", "elements": ["S", "P", "S", "C", "P", "S", "S", "H", "H", "H", "H", "H", "H"], "xyz": [[2.972136, -0.579339, -1.364458], [1.686786, -0.465514, 0.374114], [2.086523, 1.461764, 0.956211], [-0.157242, 0.276537, -0.474654], [-1.598045, 0.193958, 0.717332], [-1.584308, -1.892799, 1.339409], [-3.155816, 0.390021, -0.726149], [2.342717, -1.722592, -1.809386], [3.333164, 1.143358, 1.256392], [0.116174, 1.335612, -0.692429], [-0.522496, -0.216487, -1.267674], [-2.658243, -1.646773, 2.119028], [-2.861345, 1.722260, -0.427731]], "forces_ev_per_angstrom": [[-0.9, -0.6, -0.1], [-2.5, -0.2, -1.7], [0.1, 0.9, 0.2], [2.7, 1.1, 4.2], [0.7, -0.1, 0.7], [-0.2, 0.8, -0.5], [0.5, 1.2, 0.5], [0.5, 0.6, 0.3], [0.6, 0.1, 0.4], [-0.5, -0.8, 0.0], [-0.4, -1.9, -3.3], [0.2, -0.1, 0.0], [-0.8, -0.9, -0.7]], "homo_lumo_gap_ev": 8.906, "homo_energy_ev": -8.6, "largest_force_ev_per_a": 5.1, "smiles": "SP(S)CP(S)S"}